[1]
{"formula": "C38H46AsF6GaN5O3Si2Te", "method": "wB97M-V/def2-TZVPD", "e_lumo_ev": -3.2, "largest_force_ev_per_a": 2.8, "charge": 1, "symbols": ["Ga", "C", "Si", "C", "C", "C", "C", "C", "C", "C", "Si", "C", "C", "H", "H", "H", "H", "H", "H", "H", "H", "H", "H", "H", "H", "H", "H", "H", "H", "F", "As", "F", "F", "F", "F", "F", "C", "N", "C", "C", "C", "N", "C", "O", "N", "H", "H", "H", "H", "H", "H", "H", "C", "C", "C", "C", "C", "C", "Te", "N", "C", "O", "C", "C", "C", "C", "C", "C", "C", "C", "C", "C", "C", "C", "C", "C", "C", "C", "H", "H", "H", "H", "H", "H", "H", "H", "H", "H", "H", "H", "H", "H", "H", "H", "H", "H", "H", "H", "H", "H", "H", "O", "N"], "coordinates": [[1.020499, -1.218399, 1.301506], [1.233312, 2.903997, 0.707292], [0.402456, 2.496801, 2.362016], [0.808605, 4.051658, 3.345618], [-1.339419, 1.996652, 2.287975], [-2.128679, 3.155575, 2.344642], [-3.501392, 3.112188, 2.037258], [-4.006280, 1.863932, 1.778108], [-3.250850, 0.719909, 1.768950], [-1.898987, 0.765634, 1.976565], [-1.156275, -0.980258, 2.283401], [-0.870599, -1.062735, 4.219527], [-2.288064, -2.362502, 1.603308], [1.001947, 2.130790, -0.053875], [2.302294, 3.193782, 0.679489], [0.599946, 3.743661, 0.376477], [0.479918, 4.756012, 2.624656], [1.911442, 4.113304, 3.410413], [0.325381, 4.285786, 4.261932], [-1.684468, 4.124337, 2.666071], [-4.171751, 3.978519, 1.958144], [-5.009465, 1.713691, 1.397432], [-3.700461, -0.200803, 1.534360], [-1.294686, -0.094421, 4.593534], [0.170075, -1.149810, 4.554165], [-1.397588, -1.890414, 4.708101], [-3.249513, -2.085119, 1.929024], [-1.971065, -3.337596, 1.887756], [-2.303748, -2.337879, 0.536856], [1.713618, -3.138846, 1.106691], [1.320621, -5.004036, 1.327353], [0.356321, -4.471828, 2.677733], [2.745493, -5.035644, 2.314481], [1.038273, -6.641326, 1.582908], [2.286839, -5.128036, -0.060657], [-0.100408, -4.771592, 0.368632], [1.890385, 1.612639, 5.760868], [2.546464, 0.546212, 5.006317], [3.453414, -0.310742, 5.539699], [3.862596, -1.469677, 4.996280], [3.390938, -1.705681, 3.702921], [2.528698, -0.809253, 3.121505], [2.171566, 0.327350, 3.686176], [1.341737, 1.102388, 3.101494], [3.923294, -2.671230, 2.977367], [2.092178, 2.591729, 5.310220], [2.372238, 1.671550, 6.738768], [0.859867, 1.424365, 5.945257], [3.884248, -0.102528, 6.560987], [4.540359, -2.074274, 5.513992], [4.719257, -3.189713, 3.253326], [3.529048, -2.807153, 2.034468], [-3.451733, 4.602482, -0.905546], [-2.826161, 3.338391, -1.332588], [-3.625646, 2.276030, -1.585868], [-3.188645, 0.947942, -1.798007], [-4.197954, -0.158399, -1.889763], [-1.827647, 0.762807, -2.073404], [-0.908042, -1.061910, -2.587047], [1.980541, -0.645418, -0.175546], [3.096404, -0.558720, -0.679187], [4.195953, -0.806033, 0.259601], [3.494857, -0.314570, -2.098086], [3.384129, -1.314567, -3.034921], [3.842334, -1.082531, -4.311268], [4.406363, 0.149212, -4.595672], [4.542865, 1.164739, -3.644206], [4.125753, 0.844109, -2.376058], [-2.191650, -2.144018, -3.820830], [-2.627406, -3.405568, -3.452169], [-3.259039, -4.203978, -4.381810], [-3.470436, -3.828915, -5.658903], [-3.066232, -2.541100, -6.050851], [-2.359272, -1.732865, -5.134578], [-1.995067, -0.350516, -5.527754], [-0.982501, 1.845712, -1.939804], [0.495143, 1.864788, -2.422218], [-1.462445, 3.056808, -1.496459], [-4.461015, 4.500713, -0.581671], [-3.371626, 5.453935, -1.619087], [-2.847616, 4.937344, -0.032493], [-4.673774, 2.427645, -1.576180], [-5.168676, 0.028664, -1.427650], [-3.870036, -1.116942, -1.435378], [-4.383088, -0.501354, -2.928017], [2.849254, -2.208354, -2.748364], [3.752306, -1.845089, -5.133122], [4.742874, 0.361245, -5.620821], [4.948686, 2.123591, -3.757327], [4.187592, 1.619364, -1.595792], [-2.547051, -3.837319, -2.486990], [-3.490864, -5.209352, -4.138667], [-3.821004, -4.517554, -6.414204], [-3.204578, -2.257360, -7.088889], [-1.836638, -0.184757, -6.623442], [-1.018191, 0.017142, -5.145649], [-2.824150, 0.264007, -5.191938], [0.513135, 1.679748, -3.499029], [1.108049, 1.141290, -1.888622], [0.880644, 2.835803, -2.351078], [-0.788815, 3.910940, -1.417517], [6.259275, -1.582678, 0.232255], [5.441210, -1.075548, -0.464875]], "atomic_forces_ev_per_a": [[0.7692, -0.2869, -0.4156], [-0.8241, -0.7924, -0.0899], [2.3269, 0.1973, 0.2267], [0.7109, -1.5318, -0.4367], [0.2088, 1.0570, 0.1654], [-0.5775, 0.8614, 0.2307], [0.4992, -0.0088, 0.2523], [-1.3392, -0.0357, -1.0671], [0.4963, 0.4912, -0.0121], [0.6286, -1.5166, 0.5299], [0.3293, -0.4081, 0.5746], [-0.5057, 0.6741, -0.4390], [1.4863, 1.5461, 0.1376], [0.4655, 0.2863, 0.5354], [-0.6559, -0.2310, 0.2379], [0.3566, 0.0644, 0.0600], [-0.0907, 1.1822, -0.6629], [-0.5211, 0.1381, 0.0629], [-0.3028, -0.0472, 0.9126], [-0.3393, -0.7574, -0.4507], [0.6461, -0.2764, 0.2866], [-0.3021, 0.4206, 0.3983], [-0.7203, -0.8737, -0.2717], [0.3699, -0.8078, -0.0592], [-0.1272, 0.0828, -0.2565], [-0.0822, 0.1599, -0.2648], [-1.4145, -0.2647, 0.6483], [0.1335, -0.7257, 0.5576], [0.1173, 0.1514, -0.9560], [-0.2168, 0.6865, 0.2743], [-0.7627, 0.4926, 0.3609], [0.4932, 0.0047, 0.0112], [-0.2169, 0.1294, -0.0125], [-0.0756, -0.4030, -0.0803], [0.1495, -0.3319, -0.3434], [0.4280, 0.0948, -0.0533], [1.7984, 0.8794, 0.6658], [-0.2813, 0.4350, -1.3608], [0.7081, -0.1518, 2.7190], [-0.9628, 1.6435, -0.2145], [0.9666, 0.1294, -1.2513], [-0.1098, -0.7612, -1.0462], [-0.5614, -1.0449, 1.2604], [-0.1303, 0.4831, -0.1134], [-2.0492, 1.1258, -1.3698], [-0.4114, -0.3577, -0.1481], [0.0047, -0.1986, -0.0523], [-0.8933, -0.2151, -0.3138], [-0.9467, 0.3142, -1.1869], [0.8568, -0.8632, 0.4500], [0.3995, -0.6002, 0.4521], [0.5689, -0.1653, 0.6240], [2.0056, 1.9269, 0.4552], [0.8530, -1.0379, -0.6125], [-0.6639, -2.1830, 0.1239], [0.0181, 0.6082, -0.6375], [-0.0970, -1.4519, -0.3550], [-0.9051, -0.6355, 0.1742], [0.6150, -0.4260, 1.0618], [-1.2904, 0.2673, -0.2021], [0.7177, -0.6942, 0.9908], [0.8445, -0.2027, -1.1027], [-0.1300, -1.1382, 1.5119], [-0.8886, -0.4557, 0.0826], [0.0425, -0.5977, -1.1422], [0.6689, 1.1483, -1.2953], [-0.5883, -2.1221, 0.2931], [0.0803, 2.5770, 0.6123], [0.0665, -0.3146, 0.0417], [-0.4927, 0.1490, -0.4060], [0.2878, -0.8802, 0.7254], [0.4576, 1.6932, -1.7975], [0.5401, -0.7191, 0.6463], [-0.9511, -0.0648, -1.2530], [1.1137, 0.9150, -1.4170], [1.8857, 0.9842, -0.6378], [-1.7283, -1.3721, -0.1768], [-0.4263, 1.7812, 0.1459], [-0.7765, -0.2054, 0.0719], [-0.1230, -0.7262, 0.1786], [-0.5331, 0.1018, -0.2845], [-1.0737, 0.0407, 0.2299], [0.1102, 0.4995, -0.0980], [0.3093, 0.6006, 0.0714], [0.0234, 0.5114, 0.2813], [0.1366, -0.2802, -0.1556], [0.0755, 0.8506, 1.1000], [-0.1556, -0.2196, 0.4581], [0.6254, 1.0270, -0.8706], [0.1314, -0.4381, -0.2625], [0.4524, 0.1144, 0.9491], [-0.3247, -0.7658, 0.5538], [-0.3567, -0.0220, 0.1188], [0.0839, 0.2974, 0.1703], [-0.6840, -0.4763, 0.6688], [-0.8129, -0.2864, 0.3593], [0.1738, 0.6526, 0.0179], [0.0277, -0.5106, 0.0675], [0.1625, -0.0277, -0.2239], [0.6512, 1.4312, 0.5806], [0.1414, -0.2453, 0.0474], [-2.2132, 1.3071, -1.1565], [1.4162, -1.0588, 1.5913]], "lowdin_charge": [0.597, -0.119, 0.628, -0.155, -0.258, -0.076, -0.055, -0.062, -0.097, -0.270, 0.624, -0.172, -0.165, 0.011, 0.064, 0.038, 0.018, 0.058, 0.033, 0.108, 0.122, 0.122, 0.077, 0.041, 0.003, 0.039, 0.008, 0.021, 0.007, -0.318, 0.783, -0.243, -0.234, -0.179, -0.199, -0.226, 0.030, -0.007, -0.010, 0.034, -0.289, 0.167, -0.409, -0.056, 0.242, 0.093, 0.105, 0.098, 0.169, 0.118, 0.134, 0.102, -0.048, -0.284, -0.031, -0.275, -0.062, -0.438, 1.451, 0.089, -0.371, -0.064, -0.242, -0.030, -0.062, -0.068, -0.045, -0.078, -0.525, -0.134, -0.108, -0.077, -0.017, -0.340, -0.100, -0.316, -0.090, -0.028, 0.067, 0.101, 0.080, 0.111, 0.079, 0.067, 0.088, 0.123, 0.133, 0.114, 0.094, 0.132, 0.089, 0.100, 0.110, 0.112, 0.096, 0.040, 0.086, 0.081, 0.022, 0.054, 0.115, 0.072, 0.032]}


[2]
{"formula": "C38H46AuN2SbSe4Te", "method": "wB97M-V/def2-TZVPD", "e_lumo_ev": 3.4, "largest_force_ev_per_a": 1.1, "charge": -2, "symbols": ["Au", "C", "C", "C", "C", "C", "C", "C", "C", "C", "C", "C", "C", "N", "C", "C", "N", "C", "C", "C", "C", "C", "C", "C", "C", "C", "C", "C", "C", "H", "H", "H", "H", "H", "H", "H", "H", "H", "H", "H", "H", "H", "H", "H", "H", "H", "H", "H", "H", "H", "H", "H", "H", "H", "H", "H", "H", "H", "H", "H", "H", "H", "H", "H", "H", "Se", "Sb", "Se", "Se", "Se", "Te", "C", "C", "C", "C", "C", "C", "C", "C", "C", "C", "C", "C", "H", "H", "H", "H", "H", "H", "H", "H", "H", "H"], "coordinates": [[2.097166, -0.762527, -0.127267], [0.794733, -4.516446, 1.281023], [-0.042910, -3.243633, 1.177490], [-1.435243, -3.534224, 0.611878], [-0.165896, -2.502485, 2.493298], [-0.505797, -3.198345, 3.647067], [-0.716858, -2.553913, 4.855774], [-0.635484, -1.173277, 4.900908], [-0.301983, -0.430648, 3.773169], [-0.386494, 1.088703, 3.857646], [-1.787586, 1.539935, 4.278301], [0.669423, 1.680229, 4.792649], [0.002923, -1.108141, 2.570472], [0.312108, -0.340375, 1.429701], [1.351044, 0.466509, 1.502219], [1.418624, 1.654120, 0.618767], [0.422046, 1.993945, -0.093982], [0.478396, 3.181750, -0.857853], [0.178528, 4.407525, -0.239374], [0.161565, 5.561165, -1.018164], [0.417565, 5.505012, -2.377800], [0.688443, 4.282241, -2.976697], [0.721467, 3.106453, -2.239285], [1.074674, 1.782375, -2.882983], [2.594670, 1.647404, -3.017086], [0.402189, 1.579298, -4.239542], [-0.131957, 4.466066, 1.247870], [-1.285803, 5.409685, 1.589823], [1.110807, 4.853359, 2.055598], [0.959331, -4.928614, 0.284804], [0.302349, -5.279227, 1.892740], [1.779182, -4.306299, 1.700457], [0.460450, -2.591934, 0.468107], [-2.008040, -4.172338, 1.293010], [-1.351995, -4.047409, -0.349176], [-1.996483, -2.607310, 0.458267], [-0.604220, -4.276092, 3.594644], [-0.970428, -3.120127, 5.743763], [-0.856431, -0.653750, 5.827606], [-0.224866, 1.498821, 2.861739], [-2.029855, 1.212218, 5.292891], [-2.540603, 1.134441, 3.600372], [-1.857091, 2.631152, 4.252023], [0.528405, 1.320945, 5.815856], [0.603740, 2.771711, 4.807969], [1.676413, 1.401037, 4.480160], [2.087025, 0.439268, 2.309115], [2.367254, 2.198513, 0.631165], [-0.060081, 6.516789, -0.556326], [0.402989, 6.411253, -2.972237], [0.886791, 4.241564, -4.040715], [0.725489, 0.987824, -2.216605], [2.982178, 2.407366, -3.703662], [2.872361, 0.664624, -3.402400], [3.101599, 1.763571, -2.058845], [0.810863, 2.257109, -4.994635], [-0.675446, 1.737773, -4.183113], [0.592282, 0.561572, -4.585051], [-0.433858, 3.461661, 1.552084], [-1.046953, 6.448187, 1.348254], [-1.497123, 5.364031, 2.660824], [-2.200817, 5.141932, 1.056490], [1.438413, 5.862051, 1.788271], [1.940688, 4.175055, 1.858924], [0.899360, 4.836708, 3.128465], [5.523485, -1.247274, -3.824819], [4.758857, -2.079663, -1.686838], [2.279624, -2.624867, -1.809298], [4.496124, -0.099757, -0.057775], [6.003194, -3.854352, -0.618664], [-2.458950, 0.649153, 0.262047], [-4.499577, 0.090499, 0.485321], [-4.936600, -1.144449, 0.004610], [-6.256224, -1.547864, 0.175442], [-7.155263, -0.722431, 0.835681], [-6.731388, 0.507377, 1.321482], [-5.412532, 0.908519, 1.147696], [-2.854523, 1.744430, -1.506541], [-3.275264, 1.084842, -2.658002], [-3.540248, 1.800964, -3.817974], [-3.353244, 3.176699, -3.845730], [-2.918579, 3.837860, -2.705520], [-2.686318, 3.125114, -1.536602], [-4.234864, -1.795617, -0.502272], [-6.578180, -2.510738, -0.202840], [-8.182283, -1.037883, 0.975307], [-7.428020, 1.155543, 1.840127], [-5.086633, 1.870521, 1.525419], [-3.383257, 0.007014, -2.652762], [-3.863289, 1.276766, -4.709474], [-3.532824, 3.730118, -4.759564], [-2.742171, 4.905948, -2.724148], [-2.351185, 3.641594, -0.648564]], "atomic_forces_ev_per_a": [[-0.0463, -0.2884, 0.5082], [-0.0254, -0.0010, -0.0218], [0.0024, -0.0382, 0.1150], [-0.0437, 0.0124, -0.0023], [0.0034, -0.1059, -0.0811], [0.0506, -0.0028, 0.0216], [-0.0101, 0.0074, -0.0505], [0.0107, 0.0092, -0.0123], [-0.0033, 0.0483, 0.0436], [0.0228, -0.0161, 0.0293], [-0.0286, -0.0250, 0.0235], [0.0039, -0.0094, -0.0018], [-0.1254, 0.1714, -0.1701], [-0.3128, -0.3368, 0.0789], [0.8224, 0.5103, -0.5854], [-0.0468, -0.2599, 0.3557], [-0.3240, 0.3901, -0.1209], [0.1239, 0.0046, -0.0312], [-0.0328, -0.0314, 0.0256], [-0.0363, -0.0255, 0.0314], [0.0097, -0.0641, -0.0566], [0.0051, 0.0863, 0.0248], [0.0586, -0.0523, 0.0908], [0.0187, -0.0170, -0.0140], [-0.0123, -0.0048, 0.0077], [0.0338, -0.0077, -0.0027], [0.0260, 0.0407, -0.0049], [-0.0320, 0.0011, -0.0259], [-0.0143, -0.0053, -0.0087], [-0.0176, 0.0057, -0.0098], [0.0247, -0.0037, 0.0048], [-0.0053, 0.0066, 0.0241], [-0.0298, -0.0336, -0.0014], [-0.0028, -0.0020, 0.0050], [0.0106, 0.0164, -0.0111], [0.0596, -0.0614, 0.0187], [-0.0102, 0.0002, -0.0047], [-0.0034, -0.0026, 0.0057], [0.0066, -0.0058, -0.0012], [-0.0030, -0.0202, -0.0101], [0.0151, -0.0002, -0.0124], [-0.0040, 0.0221, 0.0168], [-0.0034, 0.0004, -0.0113], [0.0011, -0.0054, -0.0116], [0.0010, -0.0087, -0.0016], [0.0121, 0.0072, -0.0013], [-0.1565, -0.0443, 0.1080], [-0.0261, 0.0430, -0.0302], [0.0040, -0.0088, -0.0052], [0.0026, -0.0007, -0.0010], [-0.0040, -0.0029, -0.0099], [-0.0058, 0.0158, -0.0219], [-0.0072, 0.0092, -0.0015], [0.0027, -0.0070, -0.0097], [-0.0039, 0.0018, 0.0071], [-0.0044, 0.0053, 0.0083], [-0.0540, -0.0053, 0.0087], [-0.0120, 0.0027, 0.0113], [-0.0186, -0.0184, -0.0040], [0.0041, -0.0068, 0.0137], [-0.0036, -0.0106, 0.0039], [0.0392, 0.0024, -0.0027], [-0.0020, -0.0054, -0.0116], [0.0104, -0.0184, 0.0078], [-0.0007, -0.0023, -0.0089], [0.0316, -0.0139, -0.0130], [0.1821, 0.0519, -0.0853], [-0.0809, 0.1917, 0.0457], [-0.0075, -0.1016, -0.1252], [-0.0056, -0.0038, -0.0084], [0.2134, 0.0262, -0.0217], [-0.1746, -0.1173, -0.0414], [-0.0519, 0.0758, 0.0540], [0.0463, 0.0220, 0.0047], [0.0086, 0.0039, 0.0021], [0.0271, 0.0052, -0.0101], [-0.0310, -0.0124, -0.0298], [-0.0637, 0.0705, -0.0065], [0.0135, 0.0417, -0.0235], [0.0342, -0.0305, 0.0312], [-0.0087, 0.0263, 0.0251], [-0.0063, -0.0365, -0.0385], [-0.0219, -0.0729, -0.0188], [0.0039, -0.0152, 0.0021], [0.0013, 0.0003, 0.0003], [-0.0016, 0.0020, -0.0020], [-0.0027, 0.0015, -0.0021], [0.0053, -0.0060, 0.0208], [-0.0065, -0.0024, 0.0051], [-0.0016, 0.0063, 0.0003], [0.0042, 0.0003, -0.0016], [-0.0076, 0.0118, 0.0086], [-0.0130, 0.0208, 0.0013]], "lowdin_charge": [0.383, -0.081, -0.408, -0.058, -0.133, -0.048, -0.095, -0.063, -0.137, -0.384, -0.070, -0.060, -0.179, -0.045, -0.391, -0.226, 0.069, -0.180, -0.159, -0.058, -0.097, -0.040, -0.134, -0.370, -0.072, -0.060, -0.375, -0.073, -0.054, 0.062, 0.062, 0.089, 0.018, 0.076, 0.079, 0.036, 0.102, 0.089, 0.101, 0.089, 0.069, 0.056, 0.071, 0.072, 0.065, 0.074, 0.113, 0.110, 0.099, 0.091, 0.106, 0.108, 0.082, 0.046, 0.031, 0.068, 0.060, 0.085, 0.105, 0.066, 0.072, 0.071, 0.080, 0.069, 0.067, -0.324, -0.377, -0.119, -0.074, -0.340, 1.429, -0.532, -0.149, -0.101, -0.113, -0.108, -0.147, -0.512, -0.140, -0.108, -0.105, -0.087, -0.138, 0.082, 0.096, 0.091, 0.093, 0.087, 0.093, 0.098, 0.094, 0.099, 0.070]}


So what do the calculations give for HOMO-LUMO gap? Going down the list: 6.257 5.140 eV.